Computed, not measured: a structure of composition C46H50BrCl5CsI2N9O2Si at a distorted geometry, with ωB97M-V/def2-TZVPD.

The relative energy (zero: lowest compared OMol25 entry of this formula, charge and spin) is 1.8853 eV. The frontier orbital gap (alpha / beta) comes out at 4.31 / 3.89 eV. Its total energy is -223299.561 eV. For the molar mass, the calculation gives 1432.93 g/mol. The total charge is -2. For the LUMO energy (alpha / beta), the calculation gives 2.47 / 2.47 eV. The HOMO energy (alpha / beta) is -1.840 / -1.417 eV.

Last column: Löwdin charge in e.
Element x y z (Å)
Cs: 0.67317 -0.70362 0.64617  0.874
Cl: -0.22206 2.67541 -3.31513  0.608
C: -0.69079 1.02549 -3.60039  -0.701
C: -0.17085 -0.03269 -2.88170  -0.190
C: -0.63664 -1.32307 -2.89988  -0.678
Cl: 0.22715 -2.81246 -2.35160  0.573
C: -1.81764 -1.47562 -3.66338  -0.722
Cl: -2.84284 -2.83995 -3.46459  0.632
C: -2.11962 -0.52939 -4.70255  -0.668
Cl: -3.20109 -0.93296 -6.03931  0.597
C: -1.53881 0.72117 -4.69225  -0.707
Cl: -2.02523 2.12731 -5.59213  0.626
C: 3.86206 -0.36988 3.50091  -0.017
O: 3.16089 -1.25723 2.55459  -0.175
C: 3.53431 -2.60727 2.63912  -0.152
C: 4.13590 -3.17178 3.76858  -0.067
C: 4.60896 -4.49416 3.66627  -0.718
Br: 5.76033 -4.96472 5.05290  0.744
C: 4.44868 -5.32039 2.58847  -0.091
C: 3.75331 -4.76598 1.48311  -0.082
C: 3.13456 -3.46133 1.53583  -0.274
O: 2.47546 -3.01405 0.53214  -0.198
C: 3.86052 -5.45283 0.25371  -0.183
N: 3.22562 -5.01560 -0.88367  0.207
C: 3.29069 -6.05648 -1.82623  -0.179
C: 2.82452 -6.03710 -3.12879  0.009
C: 3.22815 -7.13672 -3.92381  -0.085
C: 4.01945 -8.21453 -3.42549  -0.070
C: 4.33692 -8.22275 -2.01755  -0.011
C: 4.07217 -7.06422 -1.28080  -0.163
N: 4.42147 -6.64103 0.02773  0.184
H: 4.91724 -0.24951 3.17159  0.110
H: 3.87597 -0.86281 4.46586  0.064
H: 3.26362 0.54437 3.46404  0.093
H: 4.44505 -2.63146 4.64112  0.073
H: 4.78226 -6.33068 2.61231  0.088
H: 2.63058 -4.12966 -0.87244  0.154
H: 2.12519 -5.25137 -3.55956  0.133
H: 3.05149 -7.07637 -4.99041  0.094
H: 4.28839 -9.03844 -4.06874  0.087
H: 4.86739 -9.07482 -1.61091  0.097
H: 4.87714 -7.24472 0.70751  0.167
N: 2.26241 0.89679 -1.96252  0.058
C: 3.18370 0.28742 -2.82860  -0.207
C: 2.81062 -0.78610 -3.62710  -0.066
C: 3.65782 -1.26222 -4.60890  -0.098
C: 4.95476 -0.71878 -4.73658  -0.078
C: 5.37548 0.42265 -3.94327  -0.159
C: 6.66429 0.99361 -4.18478  -0.036
C: 6.91585 2.12938 -3.42085  -0.079
C: 6.01993 2.57405 -2.41165  -0.144
N: 4.84380 2.03264 -2.24624  0.119
C: 4.46123 0.98112 -2.95941  -0.165
H: 1.26242 0.56790 -2.20957  -0.018
H: 2.48069 1.82373 -1.58438  0.069
H: 1.94511 -1.35044 -3.33995  0.028
H: 3.32042 -1.97822 -5.36936  0.100
H: 5.70598 -1.06175 -5.49686  0.095
H: 7.35231 0.59590 -4.93171  0.102
H: 7.85174 2.71894 -3.55372  0.097
H: 6.31085 3.42162 -1.91485  0.070
I: 1.12618 5.18355 -0.97269  -0.268
I: -0.40993 7.75742 -1.06018  -0.375
N: -1.53444 -1.12596 2.70573  -0.024
C: -2.02399 -1.98547 3.39883  -0.397
N: -2.46688 -2.88325 4.21284  0.013
C: -1.69376 -3.86186 4.58223  -0.461
N: -1.19439 -4.89302 4.93227  0.025
C: -5.94816 4.19420 3.15622  -0.126
C: -4.67569 3.33209 2.99390  -0.616
C: -3.45712 4.14462 3.52082  -0.118
C: -4.65701 2.16107 4.02011  -0.109
Si: -4.57909 2.84560 1.13098  0.968
C: -3.97589 4.06755 -0.20934  -0.618
C: -3.00694 5.10909 0.28679  -0.159
C: -3.31975 3.37817 -1.48668  -0.104
C: -5.29565 4.80248 -0.68611  -0.121
C: -5.18089 1.11571 0.54918  -0.634
C: -6.27993 1.13568 -0.53446  -0.123
C: -5.71179 0.22735 1.69590  -0.125
C: -3.88081 0.39896 0.07370  -0.108
H: -6.02783 4.48543 4.23848  0.082
H: -6.82151 3.64723 2.83058  0.058
H: -5.83770 5.13710 2.58900  0.073
H: -3.55770 4.22638 4.61560  0.079
H: -3.38495 5.15804 3.13412  0.054
H: -2.50121 3.71915 3.24688  0.057
H: -4.81971 2.53491 5.06279  0.088
H: -3.67333 1.75218 3.93378  0.064
H: -5.45464 1.45543 3.89794  0.040
H: -1.94205 4.67621 0.48344  0.084
H: -3.27349 5.56986 1.27963  0.061
H: -2.80765 5.93628 -0.45765  0.024
H: -2.42130 2.84288 -1.12500  0.060
H: -2.97159 4.16576 -2.16609  0.077
H: -3.94859 2.63111 -2.04289  0.081
H: -5.47600 5.74576 -0.15274  0.064
H: -6.22701 4.21554 -0.53292  0.050
H: -5.16089 5.05233 -1.77697  0.085
H: -7.30284 1.41630 -0.10723  0.093
H: -6.41013 0.17925 -1.05767  0.069
H: -6.09727 1.78054 -1.42272  0.065
H: -6.57961 0.66426 2.21402  0.073
H: -4.91109 -0.04972 2.42313  0.080
H: -6.01236 -0.72108 1.20341  0.085
H: -3.29719 0.88422 -0.71950  0.056
H: -4.19594 -0.61360 -0.23687  0.088
H: -3.20347 0.33585 0.92973  0.048
N: 1.07937 3.23955 3.92674  0.012
C: 0.14949 2.22479 4.19551  -0.115
C: -0.40211 1.87189 2.97031  -0.217
N: 0.16601 2.64506 1.93994  0.042
C: 1.00207 3.48761 2.57284  -0.222
H: 1.82894 3.57771 4.56650  0.154
H: -0.03144 1.95892 5.22691  0.096
H: -1.25958 1.24295 2.75230  0.045
H: 1.65777 4.24565 2.06429  0.076